Record 1
Entry from the OMol25 dataset: a structure of composition C54H45B2BrF8MnN9O18 (ωB97M-V with the def2-TZVPD basis set).

```
138
C54H45B2BrF8MnN9O18 | the OMol25 dataset | ωB97M-V with the def2-TZVPD basis set
Mn -1.916 -0.055 0.173
Br -2.604 -2.535 0.615
B 0.548 0.159 -0.375
F 0.560 1.110 -1.280
F -0.380 -0.770 -0.851
F 1.768 -0.516 -0.095
F -0.086 0.607 0.745
B -3.049 -6.064 -1.238
F -3.907 -5.043 -1.123
F -3.312 -6.901 -2.262
F -1.829 -5.447 -1.397
F -3.119 -6.799 -0.037
C -2.177 5.666 -3.976
C -1.499 6.277 -2.890
C -1.296 5.563 -1.733
C -1.866 4.329 -1.551
C -2.439 3.667 -2.676
C -2.720 4.389 -3.797
N -1.676 3.599 -0.261
O -2.022 2.433 -0.250
O -1.184 4.143 0.750
H -2.264 5.991 -5.002
H -0.987 7.203 -3.106
H -0.937 6.103 -0.869
H -2.760 2.636 -2.700
H -3.225 3.920 -4.629
C 3.426 0.761 4.885
C 2.666 0.389 6.101
C 1.594 -0.455 5.972
C 1.218 -0.846 4.688
C 1.898 -0.320 3.548
C 3.000 0.440 3.640
N 0.089 -1.748 4.418
O -0.079 -2.618 5.279
O -0.737 -1.462 3.558
H 4.160 1.551 4.954
H 2.986 0.685 7.089
H 1.117 -0.643 6.923
H 1.468 -0.614 2.602
H 3.538 0.873 2.810
C -8.529 -1.424 0.992
C -8.693 -0.864 -0.299
C -7.636 -0.128 -0.835
C -6.398 -0.114 -0.075
C -6.324 -0.706 1.153
C -7.398 -1.270 1.725
N -5.282 0.679 -0.607
O -4.148 0.498 -0.149
O -5.521 1.415 -1.548
H -9.277 -2.016 1.499
H -9.572 -1.005 -0.911
H -7.712 0.356 -1.798
H -5.405 -1.010 1.633
H -7.221 -1.629 2.728
C 3.918 4.114 0.364
C 4.560 5.041 -0.457
C 3.951 5.513 -1.569
C 2.752 4.945 -2.085
C 2.140 4.005 -1.323
C 2.665 3.616 -0.053
N 2.105 5.574 -3.301
O 2.490 6.692 -3.723
O 1.215 4.884 -3.843
H 4.236 3.995 1.389
H 5.485 5.519 -0.169
H 4.434 6.298 -2.132
H 1.140 3.719 -1.611
H 2.000 3.139 0.652
C -0.194 -3.325 -5.712
C 1.143 -3.378 -5.976
C 2.077 -3.290 -4.925
C 1.541 -3.483 -3.609
C 0.189 -3.510 -3.336
C -0.760 -3.318 -4.418
N 2.456 -3.491 -2.429
O 1.989 -3.827 -1.353
O 3.664 -3.405 -2.656
H -0.829 -3.230 -6.580
H 1.642 -3.275 -6.928
H 3.109 -3.174 -5.219
H -0.285 -3.675 -2.380
H -1.807 -3.233 -4.171
C 2.863 -3.594 3.087
C 2.447 -4.446 4.088
C 1.332 -5.201 3.945
C 0.459 -4.914 2.891
C 0.794 -3.936 1.934
C 2.054 -3.295 2.013
N -0.747 -5.729 2.830
O -1.019 -6.483 3.808
O -1.467 -5.493 1.872
H 3.844 -3.142 3.088
H 3.222 -4.483 4.840
H 1.121 -5.936 4.708
H 0.199 -3.764 1.049
H 2.526 -2.639 1.297
C -0.095 0.741 -6.437
C 0.299 0.150 -5.346
C -0.516 -0.127 -4.275
C -1.901 0.103 -4.413
C -2.385 0.603 -5.648
C -1.476 0.887 -6.634
N -2.826 -0.198 -3.327
O -3.913 -0.683 -3.587
O -2.442 0.090 -2.163
H 0.575 0.991 -7.246
H 1.367 0.006 -5.277
H -0.124 -0.573 -3.373
H -3.450 0.782 -5.646
H -1.718 1.408 -7.550
C 5.354 -0.403 0.612
C 4.799 -1.625 0.265
C 5.369 -2.721 0.754
C 6.491 -2.687 1.656
C 7.025 -1.449 2.067
C 6.465 -0.299 1.541
N 7.040 -3.964 2.132
O 6.788 -4.969 1.488
O 7.819 -3.945 3.139
H 4.991 0.559 0.282
H 4.072 -1.696 -0.531
H 4.985 -3.643 0.343
H 7.840 -1.206 2.733
H 6.735 0.738 1.669
C -0.802 4.301 5.329
C -2.151 4.612 4.953
C -2.859 3.782 4.126
C -2.215 2.576 3.682
C -0.920 2.236 4.146
C -0.253 3.081 4.973
N -2.910 1.783 2.670
O -3.945 2.255 2.325
O -2.383 0.779 2.155
H -0.215 4.957 5.955
H -2.388 5.620 5.260
H -3.884 4.093 3.986
H -0.488 1.308 3.800
H 0.743 2.919 5.357
```

The charge is -1. As for the total energy: -231436.6196 eV. As for the spin multiplicity: 6.

=====

Record 2
Entry from the OMol25 dataset: a structure of composition C54H45Cl2N4O4SW (ωB97M-V with the def2-TZVPD basis set).

```
111
C54H45Cl2N4O4SW | the OMol25 dataset | ωB97M-V with the def2-TZVPD basis set
W -0.557 0.058 0.117
Cl -0.905 -2.160 1.990
C -2.450 -1.911 2.748
C -2.874 -2.776 3.734
C -4.100 -2.524 4.335
C -4.859 -1.427 3.960
C -4.406 -0.570 2.969
Cl -5.365 0.784 2.523
C -3.178 -0.804 2.334
S -2.698 0.280 1.034
H -2.271 -3.625 4.022
H -4.463 -3.189 5.106
H -5.811 -1.227 4.431
N 0.670 3.149 -0.026
C 0.315 2.870 1.282
C 0.278 3.916 2.211
C -0.012 3.636 3.522
C -0.245 2.310 3.904
C -0.230 1.345 2.941
N 0.015 1.611 1.627
C 1.465 2.336 -0.823
C 2.428 2.927 -1.643
C 3.217 2.126 -2.433
C 3.044 0.741 -2.386
C 2.087 0.227 -1.553
N 1.283 1.012 -0.789
H 0.800 4.135 -0.206
H 0.509 4.923 1.890
H -0.036 4.432 4.255
H -0.453 2.046 4.931
H -0.437 0.311 3.181
H 2.552 4.001 -1.633
H 3.971 2.567 -3.072
H 3.640 0.070 -2.987
H 1.918 -0.840 -1.493
C -3.026 -0.358 -6.072
C -3.068 -1.059 -4.737
C -4.004 -2.246 -4.691
O -3.441 -0.101 -3.735
C -2.576 -0.159 -2.642
C -1.355 -0.944 -3.143
O -1.736 -1.471 -4.377
C -0.876 -2.110 -2.242
O -0.594 -1.392 -0.920
C 0.479 -2.649 -2.642
C 1.121 -3.518 -1.758
C 2.389 -3.996 -2.044
C 3.022 -3.624 -3.226
C 2.377 -2.782 -4.118
C 1.109 -2.288 -3.828
C -1.901 -3.177 -1.964
C -2.875 -3.046 -0.976
C -3.850 -4.019 -0.822
C -3.869 -5.126 -1.659
C -2.900 -5.263 -2.642
C -1.917 -4.297 -2.792
C -2.321 1.314 -2.237
O -1.244 1.157 -1.088
C -1.715 2.161 -3.325
C -0.368 2.123 -3.673
C 0.099 2.843 -4.762
C -0.778 3.593 -5.531
C -2.124 3.629 -5.199
C -2.590 2.922 -4.101
C -3.478 1.961 -1.535
C -3.281 3.224 -0.971
C -4.315 3.866 -0.318
C -5.569 3.265 -0.250
C -5.775 2.021 -0.823
C -4.730 1.357 -1.452
H -4.010 0.043 -6.310
H -2.743 -1.062 -6.853
H -2.303 0.457 -6.039
H -4.999 -1.938 -5.008
H -4.063 -2.650 -3.680
H -3.651 -3.025 -5.366
H -3.049 -0.663 -1.792
H -0.497 -0.282 -3.283
H 0.614 -3.834 -0.853
H 2.871 -4.687 -1.364
H 4.002 -4.016 -3.463
H 2.848 -2.524 -5.057
H 0.609 -1.664 -4.558
H -2.876 -2.197 -0.305
H -4.598 -3.913 -0.047
H -4.634 -5.882 -1.542
H -2.906 -6.126 -3.294
H -1.168 -4.411 -3.565
H 0.334 1.537 -3.097
H 1.150 2.811 -5.018
H -0.416 4.145 -6.388
H -2.815 4.210 -5.794
H -3.643 2.949 -3.856
H -2.314 3.707 -1.068
H -4.162 4.846 0.113
H -6.387 3.780 0.236
H -6.755 1.564 -0.790
H -4.918 0.399 -1.917
N 1.271 -0.826 1.035
C 2.245 -1.299 1.425
C 3.447 -1.876 1.894
C 4.276 -2.541 0.980
C 5.451 -3.100 1.443
C 5.788 -2.996 2.788
C 4.959 -2.335 3.689
C 3.778 -1.767 3.251
H 3.993 -2.617 -0.062
H 6.108 -3.620 0.759
H 6.711 -3.437 3.141
H 5.237 -2.266 4.731
H 3.123 -1.251 3.939
```

The charge is +3. The value obtained for the relative energy (zero: lowest compared OMol25 entry of this formula, charge and spin) is 4.6 kJ/mol.